# 1
C62H52GeInN3O13 | ωB97M-V/def2-TZVPD

Properties
* frontier orbital gap: 5.92 eV
* energy relative to the best compared isomer or geometry (same formula, charge and spin): 0.0 kJ/mol
* highest occupied orbital energy: -0.0839 Eh
* 2S+1: 1
* total energy: -157919.97070 eV
* net charge: -2
* LUMO energy: 3.64 eV

Positions of all 132 atoms, in Å:
In: 0.3719 0.1743 -0.4309
Ge: -2.0792 -1.8447 4.4327
O: -1.4339 -0.8445 -1.3671
O: -0.6536 1.3602 -2.2897
O: 5.0203 0.0454 -2.0346
O: 2.9911 -4.2107 -1.3144
O: 2.0645 -0.3081 1.1417
O: -1.3273 -2.7115 0.3064
O: 4.1091 -1.9131 2.6675
O: -2.1286 1.4056 -3.9786
O: 1.3408 -1.7129 -1.1329
O: -0.8947 -0.7404 1.2806
O: 5.0693 -3.9434 0.7583
O: 1.4870 5.5860 0.0674
O: 4.2032 3.4691 -5.3339
N: 2.8977 3.0281 -3.1275
N: 1.7386 3.3506 -1.1780
N: 2.1859 1.1516 -1.8943
C: -6.3566 -0.7835 -1.9388
C: -3.1784 -6.4967 4.7680
C: 0.9423 3.2926 -0.0191
C: -2.0853 -0.5651 -2.5811
C: 2.6070 -1.4139 0.8398
C: -2.1736 -1.1630 6.3085
C: -1.9771 -2.3369 -5.9359
C: -1.5822 0.8870 -3.0020
C: -5.5745 -1.9305 -1.9659
C: -2.3618 -1.4999 -4.9027
C: -4.2232 -1.0745 2.4974
C: 4.7170 0.4219 -0.6945
C: 2.2526 -2.1258 -0.3395
C: -1.2970 -1.6345 7.2846
C: 0.0052 4.6540 1.7571
C: 4.9199 3.5416 -6.5418
C: -4.6945 1.2055 1.8973
C: 0.8009 4.5309 0.6372
C: -0.8734 -2.0190 1.2366
C: 4.6290 4.2185 -1.8307
C: -3.2513 -0.6570 3.3992
C: -0.2345 -1.9401 3.7350
C: -0.2220 -2.7423 2.4288
C: 2.7310 0.3686 -2.9489
C: 3.6369 -1.0852 -5.1630
C: -3.8630 -4.2701 4.1645
C: -0.5003 2.3098 1.6111
C: -0.2545 -3.2633 -4.5488
C: -1.7020 -4.6338 5.1090
C: 4.4649 -0.8626 -4.0806
C: -4.9470 -0.1499 1.7582
C: -2.6425 -3.7469 4.5827
C: -3.0078 0.7097 3.5286
C: 0.2956 2.1722 0.4735
C: -1.9626 -5.9915 5.2081
C: -3.2194 0.2160 8.0071
C: -0.6249 -2.4124 -3.5156
C: 4.0920 3.7359 -3.0212
C: 3.0754 -3.3233 -0.4802
C: -4.3860 0.5478 -2.3282
C: 5.8423 4.8979 -1.8215
C: 6.0058 4.6484 -4.2006
C: 4.8004 3.9746 -4.2141
C: 1.6049 6.7612 0.8270
C: 4.0415 -0.1326 -2.9702
C: 2.2390 2.4234 -2.0213
C: -3.7163 1.6365 2.7823
C: 2.3477 -0.5745 -5.1549
C: -0.6515 3.5293 2.2454
C: -1.6833 -1.5262 -3.6832
C: -4.2096 -1.8355 -2.1829
C: 1.9087 0.1348 -4.0538
C: -3.1413 -0.2373 6.6970
C: -1.3726 -1.1928 8.5977
C: -2.3322 -0.2591 8.9620
C: -3.5984 -0.5963 -2.3693
C: -4.1282 -5.6308 4.2489
C: 4.0811 -3.2501 0.6354
C: 6.5328 5.1123 -2.9976
C: 3.6574 -2.1396 1.5551
C: -0.9221 -3.2265 -5.7624
C: -5.7564 0.4529 -2.1225
H: -0.6155 -3.8747 -6.5756
H: 5.8898 3.0411 -6.4629
H: -0.0752 -2.4362 -2.5806
H: 0.5750 -3.9443 -4.4020
H: 0.1442 -0.9382 3.5349
H: -5.2422 1.9218 1.2977
H: -6.0357 -2.9009 -1.8224
H: 6.5556 4.8122 -5.1174
H: 0.9097 0.5510 -4.0202
H: -2.4962 -2.2918 -6.8867
H: -1.5283 -1.7470 -0.9588
H: -6.3629 1.3515 -2.1121
H: 4.7105 1.5081 -0.5857
H: -0.5358 -2.3588 7.0140
H: 0.4256 -2.4039 4.4715
H: -3.4873 2.6918 2.8704
H: -0.7371 -4.2584 5.4326
H: -3.8446 0.1358 5.9622
H: -2.2323 1.0488 4.2091
H: -4.3947 -2.1309 2.3317
H: -0.6799 -1.5736 9.3392
H: -1.2116 -6.6588 5.6138
H: -1.0046 1.4291 1.9833
H: -3.6067 -2.7364 -2.2136
H: -3.3790 -7.5598 4.8213
H: 0.8118 -2.9175 2.1219
H: -3.9282 1.5149 -2.4816
H: 2.3253 7.3902 0.3062
H: -3.1713 -0.7969 -5.0459
H: 4.0010 -1.6570 -6.0080
H: 4.3124 3.0294 -7.2839
H: 3.7659 0.0275 -0.3579
H: 1.6809 -0.7261 -5.9935
H: 7.4855 5.6264 -2.9932
H: 5.4755 -1.2505 -4.0596
H: 0.6528 7.2972 0.9030
H: -2.3875 0.0974 9.9839
H: -0.6927 -3.7201 2.5411
H: -3.9738 0.9440 8.2826
H: 1.9726 6.5490 1.8357
H: -5.6924 -0.4883 1.0509
H: -4.6237 -3.6101 3.7661
H: 5.0753 4.5794 -6.8554
H: 2.8256 2.4865 -3.9771
H: -7.4252 -0.8538 -1.7706
H: -5.0772 -6.0185 3.8972
H: 6.2480 5.2395 -0.8779
H: 5.5092 0.0037 -0.0743
H: -0.1124 5.6097 2.2518
H: -1.2816 3.6224 3.1240
H: 1.8872 4.2948 -1.4931
H: 4.1100 4.0473 -0.8991



# 2
C62H54Cl2N10O20 | ωB97M-V/def2-TZVPD

Properties
* frontier orbital gap: 9.06 eV
* energy relative to the best compared isomer or geometry (same formula, charge and spin): 290.5 kJ/mol
* highest occupied orbital energy: -0.3677 Eh
* 2S+1: 1
* total energy: -146033.44113 eV
* net charge: 0
* structure (SMILES): O=[N+]([O-])c1ccccc1.O=[N+]([O-])c1ccccc1.O=[N+]([O-])c1ccccc1.O=[N+]([O-])c1ccccc1.O=[N+]([O-])c1ccccc1.O=[N+]([O-])c1ccccc1.O=[N+]([O-])c1ccccc1.O=[N+]([O-])c1ccccc1.O=[N+]([O-])c1ccccc1.O=[N+]([O-])c1ccccc1.ClCCCl
* LUMO energy: -0.95 eV

Positions of all 148 atoms, in Å:
Cl: 1.5743 0.1414 -0.8013
Cl: 1.2774 -1.3258 2.3054
O: 6.8691 -6.9294 -0.2089
O: -3.7393 -3.4746 -3.8700
O: -1.9970 1.7381 -7.5236
O: 2.8599 10.3645 0.5246
O: 2.1427 11.6072 -1.0308
O: 6.2529 -0.7520 7.2083
O: -3.6882 -0.2643 6.2319
O: -3.8106 -11.1921 6.5919
O: -0.8493 -0.0660 -7.4932
O: -4.9011 -4.3423 -5.4715
O: -7.8145 7.0682 -5.7781
O: -4.5354 0.5915 4.3950
O: -2.1527 -11.4211 7.8905
O: -2.3342 8.5005 5.8453
O: 7.2242 1.1829 7.6120
O: -7.2947 5.0006 -5.9839
O: 5.5398 -5.6299 0.9290
O: -2.2606 8.6164 3.6749
O: 3.7621 -6.5400 -4.8717
O: 3.1330 -4.5248 -4.5235
N: -2.7375 -10.8237 6.9606
N: 3.8482 -5.3218 -5.1119
N: -1.6600 0.6557 -8.0000
N: 6.2685 0.3576 7.7692
N: -7.3161 6.0621 -5.3675
N: -4.2213 -4.4547 -4.4181
N: -4.2414 0.5931 5.5623
N: 2.4357 10.4804 -0.6370
N: 6.3997 -5.8426 0.0707
N: -1.8275 8.2103 4.7558
C: 8.3925 -3.8613 -2.4107
C: -6.6803 6.9296 -1.7006
C: -7.1823 7.0132 -3.0041
C: -2.1968 0.2609 -9.2603
C: -3.4099 -6.0330 -2.5425
C: -3.5731 0.8136 -11.2805
C: -0.1469 6.6133 3.7071
C: -1.9790 -1.0150 -9.8408
C: -1.6971 -7.7008 4.9791
C: 2.9701 8.1368 -1.2926
C: -1.9016 -9.8667 6.1538
C: -5.4055 4.9239 -2.3022
C: -0.2956 -7.7821 5.1188
C: 6.0762 -5.1257 -8.1492
C: -0.6306 7.3063 4.8016
C: -3.6333 -8.1835 -4.2871
C: -4.6901 3.0923 8.3473
C: 5.1114 0.7861 8.5425
C: -3.8741 -5.8028 -3.8424
C: 4.7181 -4.7622 -6.1716
C: 2.7735 7.0927 -2.1728
C: 0.0878 -0.3971 -0.0468
C: -5.6600 4.0884 6.3195
C: 5.4711 -5.6522 -6.9916
C: -5.3449 2.9178 5.6554
C: -3.1700 -0.4017 -11.8644
C: -3.0446 1.1799 -10.0406
C: 1.8398 7.1547 -3.2072
C: 1.4324 5.3944 5.0009
C: -2.4595 -8.8026 5.4068
C: 7.9600 -2.6006 -2.0395
C: 1.0358 6.1817 6.1153
C: 0.2955 -8.8895 5.7456
C: 5.3064 -2.8583 -7.5641
C: 5.1517 1.9237 9.3819
C: 7.8028 -4.8825 -1.7542
C: 7.0260 -2.3876 -1.0396
C: -3.1712 -7.2998 -2.0434
C: -5.4290 4.1584 7.6893
C: 3.9283 0.0093 8.4685
C: -5.9965 4.9503 -3.5573
C: 2.8352 0.3049 9.3191
C: -3.3751 -8.3717 -2.9439
C: 6.5116 -3.4126 -0.3367
C: -0.0947 7.0437 6.0227
C: -6.8586 5.9931 -3.9462
C: 4.1335 2.1815 10.2683
C: 1.0453 8.2632 -3.2837
C: 1.2158 9.3197 -2.4415
C: -3.9485 -6.9023 -4.7100
C: 2.1972 9.2763 -1.4554
C: 4.7172 -3.4191 -6.4431
C: -4.3321 2.0019 7.6397
C: 6.9034 -4.7032 -0.7042
C: -2.4062 -1.3047 -11.1158
C: 5.9227 -3.7446 -8.4096
C: -4.6749 1.8552 6.3082
C: -0.4735 -9.9298 6.2205
C: 0.7979 5.6394 3.7951
C: 0.2062 -1.6035 0.9088
C: 3.0316 1.3358 10.2558
C: -5.7544 5.9325 -1.3771
H: -6.8508 7.7393 -1.0065
H: 5.4573 -6.7219 -6.8440
H: 0.3379 8.4018 -4.0879
H: -5.2080 5.9106 -0.4458
H: -3.3565 -5.1949 -1.8634
H: 0.6300 10.2251 -2.5000
H: 1.4056 5.9170 7.0949
H: 6.5927 -5.7981 -8.8180
H: -5.8891 4.0611 -4.1607
H: -7.7632 7.8575 -3.3449
H: 0.6648 -2.5295 0.5621
H: 1.0676 5.1414 2.8755
H: 3.7054 8.0587 -0.5054
H: -5.6301 2.7569 4.6262
H: 2.3053 1.7358 10.9478
H: -0.5587 6.8554 2.7385
H: -6.1724 4.9430 5.9030
H: 8.2693 -1.7653 -2.6502
H: 1.8312 6.2802 -3.8409
H: -2.1331 -6.9224 4.3705
H: -3.8445 1.1707 8.1272
H: 5.9506 -3.2164 0.5650
H: 3.7428 -0.7717 7.7461
H: -4.4206 3.1572 9.3911
H: 2.2377 4.6803 5.0907
H: 6.7422 -1.3729 -0.8025
H: -1.4769 -1.8377 -9.3536
H: 5.1450 -1.8082 -7.7582
H: 0.4383 -7.0565 4.8007
H: 9.2500 -4.0394 -3.0427
H: -0.4073 7.5662 6.9146
H: 1.3676 -8.9134 5.8741
H: -3.1460 -9.3982 -2.6985
H: 4.0692 -2.7993 -5.8411
H: 8.1745 -5.8867 -1.8942
H: -4.3017 -6.7762 -5.7228
H: -3.7516 -9.0318 -4.9449
H: -2.2163 -2.2690 -11.5636
H: -0.6259 -0.4852 -0.8660
H: 0.0405 -10.7981 6.6055
H: -4.2981 1.4936 -11.7028
H: -2.7853 -7.3922 -1.0389
H: -3.6274 -0.7246 -12.7879
H: 6.0442 2.5237 9.4812
H: 3.3232 6.1690 -2.0675
H: -3.3746 2.1236 -9.6319
H: 6.3776 -3.5181 -9.3625
H: 1.9710 -0.3226 9.4798
H: -0.7743 -1.8571 1.3119
H: 4.1992 3.0089 10.9593
H: -0.3762 0.3914 0.5456
H: -4.8030 4.0523 -2.0930
H: -3.5115 -8.7287 5.1742
H: -5.6512 5.0723 8.2200